{
  "formula": "C7H10",
  "method": "ωB97M-V/def2-TZVPD",
  "elements": ["C", "C", "C", "C", "C", "C", "C", "H", "H", "H", "H", "H", "H", "H", "H", "H", "H"],
  "xyz": [[1.344, -0.213, 1.171], [1.293, 0.714, 0.047], [1.162, -0.722, -0.356], [-0.192, -0.505, -1.044], [-1.462, -0.759, -0.217], [-1.368, 0.682, 0.339], [-0.115, 0.945, -0.529], [2.334, -0.236, 1.654], [0.545, -0.443, 1.856], [2.130, 1.374, -0.114], [1.851, -1.484, -0.640], [-0.222, -0.725, -2.123], [-1.393, -1.563, 0.518], [-2.356, -0.923, -0.817], [-2.223, 1.302, 0.064], [-1.224, 0.772, 1.417], [-0.130, 1.783, -1.210]],
  "atomic_forces_ev_per_a": [[-0.5, -1.1, -0.7], [-0.2, 0.9, -0.4], [0.9, -0.8, 1.4], [0.2, -0.1, 0.5], [-0.2, -0.2, 0.1], [-0.1, 0.3, 0.2], [-0.1, 0.7, -0.2], [-0.4, -0.7, -0.6], [-0.3, 0.5, 0.1], [0.0, 0.3, -0.1], [0.7, 0.0, -0.4], [0.2, 0.0, 0.5], [0.0, 0.0, 0.0], [0.0, 0.0, 0.0], [0.1, 0.0, 0.0], [0.0, 0.0, 0.0], [-0.3, 0.2, -0.2]],
  "relative_energy_kcal_mol": 70.0,
  "charge": 0,
  "smiles": "C1C[C@H]2[C@@H]1[C@H]1C[C@@H]21",
  "homo_lumo_gap_ev": 10.230
}